1.
Here is 6 unconnected molecules or ions with the total composition C10H31ClO9 in a non-equilibrium geometry from the Open Molecules 2025 dataset. Energies are from wB97M-V/def2-TZVPD.

Structure (XYZ):
```
51
Properties=species:S:1:pos:R:3:nbo_charge:R:1
O -0.269 0.433 -0.537 -0.79
H -0.916 -0.174 -0.904 0.56
H -0.289 0.278 0.410 0.57
H -0.532 1.325 -0.775 0.56
Cl -2.776 -0.518 2.206 2.57
O -2.114 0.374 3.142 -0.91
O -2.111 -1.776 2.158 -0.88
O -4.098 -0.598 2.649 -0.84
O -2.739 0.136 0.904 -0.93
C 1.635 -2.784 2.150 -0.63
C 1.858 -1.419 1.684 0.09
C 2.646 -1.402 0.378 -0.64
O 0.598 -0.790 1.581 -0.76
H 1.332 -3.374 1.285 0.21
H 0.937 -2.933 2.975 0.22
H 2.587 -3.221 2.452 0.22
H 2.478 -0.868 2.391 0.16
H 2.234 -1.799 -0.550 0.21
H 3.634 -1.861 0.428 0.22
H 2.902 -0.375 0.121 0.21
H 0.082 -1.202 2.277 0.51
C 2.013 3.217 0.112 -0.62
C 1.353 2.928 1.439 0.09
C 1.365 4.214 2.363 -0.64
O -0.005 2.598 1.098 -0.75
H 1.395 3.779 -0.589 0.21
H 2.238 2.269 -0.378 0.20
H 2.955 3.743 0.265 0.21
H 1.980 2.173 1.914 0.17
H 0.532 4.116 3.060 0.21
H 1.324 5.173 1.845 0.21
H 2.265 4.240 2.977 0.21
H -0.437 2.342 1.916 0.50
C -2.121 -3.230 -1.645 -0.66
C -0.775 -2.635 -2.009 0.10
C 0.026 -3.327 -3.175 -0.65
O -0.930 -1.316 -2.408 -0.76
H -2.663 -3.559 -2.532 0.20
H -2.851 -2.570 -1.176 0.25
H -2.149 -4.057 -0.935 0.23
H -0.180 -2.626 -1.096 0.18
H 0.252 -4.329 -2.810 0.22
H 0.975 -2.853 -3.425 0.22
H -0.534 -3.553 -4.082 0.21
H -1.168 -1.229 -3.333 0.48
C -2.117 2.696 -2.617 -0.27
O -1.225 2.685 -1.449 -0.75
H -1.589 2.889 -3.551 0.18
H -2.747 1.819 -2.763 0.19
H -2.911 3.417 -2.420 0.19
H -1.351 3.535 -1.021 0.50
```

As for the spin multiplicity: 1. The HOMO-LUMO gap comes out at 9.2 eV. The calculation puts the energy at -41813.3245 eV.

2.
Here is 6 unconnected molecules or ions with the total composition C42H53FIN2O5P2S in a non-equilibrium geometry from the Open Molecules 2025 dataset. Energies are from wB97M-V/def2-TZVPD.

Structure (XYZ):
```
107
Properties=species:S:1:pos:R:3:mulliken_charge:R:1
C -0.469 0.046 5.380 -1.62
C -0.091 0.040 4.224 0.36
P 0.436 0.015 2.367 0.95
C 0.168 1.906 2.438 -1.06
C -0.103 2.822 1.234 -0.61
C -1.386 2.675 0.417 -1.29
C 0.864 0.030 0.518 -1.20
C 1.508 -1.183 -0.150 -1.18
C 2.378 -0.776 -1.331 -1.03
I 1.299 0.153 -2.915 0.01
N 2.204 0.020 2.877 0.69
C 3.277 0.417 2.007 0.22
C 3.496 1.886 1.745 -1.19
O 4.034 -0.402 1.560 -0.60
C 2.594 0.218 4.236 0.45
C 2.691 -1.003 5.106 -1.17
O 2.979 1.291 4.629 -0.62
P 0.348 -2.339 2.790 -0.07
N -0.444 -3.082 1.434 -0.32
O 1.920 -2.855 2.501 -0.46
S -1.902 -0.386 1.932 0.92
O -2.323 -1.408 2.873 -0.28
O -2.280 -0.610 0.559 -0.69
F -2.793 0.900 2.408 -0.22
H -0.746 0.056 6.404 0.52
H -0.601 2.079 3.193 0.65
H 1.091 2.255 2.907 0.68
H -0.149 3.836 1.655 0.57
H 0.750 2.881 0.551 0.15
H -2.260 2.925 1.019 0.26
H -1.357 3.386 -0.413 0.41
H -1.548 1.683 0.002 0.24
H 1.489 0.904 0.310 0.38
H -0.043 0.262 -0.042 0.80
H 2.182 -1.731 0.503 0.40
H 0.720 -1.836 -0.526 0.57
H 3.114 -0.045 -0.997 0.20
H 2.911 -1.633 -1.737 0.77
H 3.718 2.375 2.694 0.31
H 2.602 2.361 1.351 0.20
H 4.317 2.001 1.037 0.40
H 2.015 -1.795 4.804 0.18
H 2.476 -0.700 6.132 0.37
H 3.729 -1.341 5.053 0.35
H -1.294 -3.523 1.764 0.25
H 0.135 -3.758 0.951 0.25
H 1.890 -3.818 2.454 0.30
C -6.033 4.383 6.146 -0.42
C -4.729 4.815 5.947 -0.36
C -3.885 4.106 5.102 -0.58
C -4.343 2.969 4.451 -0.06
C -5.648 2.539 4.652 -0.57
C -6.492 3.243 5.500 -0.34
H -6.691 4.934 6.807 0.34
H -4.370 5.703 6.451 0.36
H -2.865 4.438 4.951 0.39
H -3.687 2.414 3.795 0.53
H -6.003 1.650 4.145 0.42
H -7.508 2.903 5.658 0.36
C 7.940 -1.175 -3.869 -0.39
C 7.137 -1.676 -4.885 -0.34
C 5.756 -1.575 -4.791 -0.69
C 5.178 -0.967 -3.684 0.26
C 5.981 -0.466 -2.669 -0.22
C 7.362 -0.572 -2.761 -0.51
H 9.017 -1.257 -3.941 0.35
H 7.588 -2.147 -5.750 0.36
H 5.127 -1.968 -5.580 0.41
H 4.101 -0.884 -3.610 0.01
H 5.530 0.002 -1.803 0.38
H 7.987 -0.186 -1.966 0.38
C -0.579 2.803 -6.149 -0.47
C 0.715 2.404 -5.844 0.26
C 1.791 2.940 -6.537 -0.56
C 1.574 3.881 -7.534 -0.34
C 0.281 4.283 -7.838 -0.40
C -0.796 3.742 -7.147 -0.36
H -1.416 2.381 -5.607 0.40
H 0.893 1.671 -5.067 -0.20
H 2.798 2.623 -6.296 0.41
H 2.413 4.302 -8.073 0.36
H 0.111 5.018 -8.615 0.36
H -1.804 4.054 -7.387 0.37
C -0.884 -2.845 -8.345 -0.35
C -0.255 -1.625 -8.139 -0.47
C 0.342 -1.350 -6.917 -0.14
C 0.315 -2.296 -5.901 -0.26
C -0.313 -3.517 -6.108 -0.51
C -0.914 -3.791 -7.329 -0.37
H -1.353 -3.059 -9.297 0.35
H -0.232 -0.886 -8.930 0.38
H 0.827 -0.395 -6.754 0.37
H 0.784 -2.074 -4.951 0.23
H -0.336 -4.253 -5.314 0.37
H -1.408 -4.741 -7.488 0.35
C -5.826 -3.857 6.360 -0.32
C -6.032 -4.882 5.446 -0.36
C -5.421 -4.831 4.200 -0.41
C -4.601 -3.759 3.871 -0.33
C -4.390 -2.735 4.784 -0.32
C -5.007 -2.786 6.027 -0.59
H -6.304 -3.895 7.332 0.35
H -6.669 -5.719 5.705 0.34
H -5.585 -5.627 3.484 0.35
H -4.121 -3.709 2.902 0.36
H -3.747 -1.909 4.513 0.53
H -4.848 -1.985 6.739 0.37
```

The net charge is -1. As for the spin multiplicity: 1. The HOMO-LUMO gap comes out at 6.6 eV. The calculation puts the energy at -97861.9216 eV.

3.
Here is a molecular structure, C23H36F6MnO13 in a non-equilibrium geometry from the Open Molecules 2025 dataset. Energies are from wB97M-V/def2-TZVPD.

Structure (XYZ):
```
79
Properties=species:S:1:pos:R:3:lowdin_spin:R:1
Mn 0.022 -0.473 0.261 4.71
C -0.374 -2.833 2.312 0.01
O -0.644 -1.672 3.097 0.00
O 0.079 -2.409 1.111 0.05
C 0.536 -3.855 3.026 0.00
F -0.121 -4.447 4.039 0.00
F 0.888 -4.850 2.173 0.00
F 1.685 -3.362 3.488 0.00
C -1.234 -1.836 4.383 0.00
C -1.304 -0.402 4.902 0.00
H -1.627 -0.416 5.952 0.00
H -0.369 0.150 4.974 0.00
H -2.077 0.145 4.366 0.00
H -0.627 -2.498 5.004 0.00
H -2.233 -2.280 4.307 0.00
H -1.329 -3.374 2.210 0.00
C 0.116 2.357 -1.537 0.01
O 0.388 1.722 -2.812 0.00
O -0.246 1.382 -0.706 0.04
C 1.400 3.168 -1.204 0.00
F 1.203 4.058 -0.202 0.00
F 2.402 2.341 -0.833 0.00
F 1.872 3.901 -2.238 0.00
C 0.170 2.500 -3.977 0.00
C 0.069 1.579 -5.152 0.00
H 0.025 2.084 -6.121 0.00
H 0.959 0.955 -5.297 0.00
H -0.740 0.844 -5.129 0.00
H 0.999 3.166 -4.233 0.00
H -0.698 3.169 -3.981 0.00
H -0.716 3.061 -1.697 0.00
C -0.708 -3.869 -2.197 0.00
O -1.602 -2.997 -2.866 0.00
C -1.673 -1.739 -2.435 0.00
O -0.996 -1.251 -1.572 0.03
O -2.547 -1.100 -3.188 0.00
C -2.855 0.244 -2.762 0.00
H -1.260 -4.581 -1.589 0.00
H 0.084 -3.357 -1.650 0.00
H -0.159 -4.426 -2.961 0.00
H -3.200 0.245 -1.735 0.00
H -3.574 0.676 -3.449 0.00
H -1.891 0.754 -2.815 0.00
O 1.009 0.347 1.936 0.03
C 1.916 0.914 2.487 0.01
O 1.841 2.130 2.988 0.00
C 3.123 2.570 3.407 0.00
C 3.920 1.300 3.720 0.00
C 3.276 0.281 2.799 0.00
H 3.086 3.180 4.307 0.00
H 3.601 3.158 2.620 0.00
H 3.761 1.119 4.785 0.00
H 4.991 1.393 3.554 0.00
H 3.065 -0.692 3.237 0.00
H 3.868 0.208 1.887 0.00
O 1.904 -0.865 -0.834 0.03
C 2.400 -0.607 -1.900 0.01
O 3.602 -0.049 -2.015 0.00
C 4.136 -0.104 -3.341 0.00
C 3.152 -0.986 -4.117 0.00
C 1.927 -1.068 -3.268 0.00
H 5.159 -0.462 -3.231 0.00
H 4.234 0.895 -3.769 0.00
H 3.577 -1.979 -4.292 0.00
H 2.946 -0.706 -5.152 0.00
H 1.418 -2.027 -3.187 0.00
H 1.099 -0.381 -3.474 0.00
O -2.080 -0.311 0.947 0.03
C -3.088 0.223 1.323 0.01
O -3.861 -0.324 2.270 0.00
C -5.088 0.380 2.362 0.00
C -4.778 1.771 1.872 0.00
C -3.677 1.512 0.824 0.00
H -5.440 0.431 3.393 0.00
H -5.900 -0.062 1.780 0.00
H -4.474 2.441 2.675 0.00
H -5.691 2.206 1.458 0.00
H -2.934 2.306 0.851 0.00
H -4.095 1.385 -0.171 0.00
```

The expectation value of S² is 8.75. As for the spin multiplicity: 6. The HOMO-LUMO gap (spin up / spin down) comes out at 8.0 / 8.3 eV. The calculation puts the energy at -98679.7892 eV.

4.
Here is a single C4H5NO molecule in a non-equilibrium geometry from the Open Molecules 2025 dataset. Energies are from wB97M-V/def2-TZVPD.

Structure (XYZ):
```
11
Properties=species:S:1:pos:R:3:nbo_charge:R:1
O 2.123 0.124 -0.629 -0.65
C 0.830 0.047 -0.235 0.29
C 0.154 0.689 0.779 -0.37
C -1.248 0.593 0.444 -0.13
N -1.352 -0.550 -0.309 -0.50
C -0.076 -0.962 -0.609 -0.19
H 2.638 0.593 0.041 0.48
H 0.587 0.799 1.772 0.23
H -1.735 1.498 0.062 0.21
H -2.166 -0.848 -0.832 0.41
H 0.257 -1.982 -0.495 0.21
```

Its SMILES is Oc1cc[nH]c1. As for the spin multiplicity: 1. The HOMO-LUMO gap (spin up / spin down) comes out at 8.2 / 8.2 eV. The calculation puts the energy at -7762.9513 eV.